Entry from the Open Molecules 2025 dataset: C8H12S in the gas phase in a non-equilibrium geometry (the ωB97M-V functional and the def2-TZVPD basis).

Computed properties:
Frontier orbital gap ... 9.10 eV
ΔE to the lowest compared entry with this formula, charge and spin ... 417.0 kJ/mol
E ... -19321.327 eV
SMILES ... CC1(CC/C=C/S)C=C1

Geometry (Å):
C1 -0.75 1.24 -0.66
C2 0.70 1.02 -0.08
C3 -1.84 0.74 0.26
C4 0.07 -1.62 -0.06
C5 0.81 -1.51 -1.13
C6 -2.74 -0.09 -0.30
C7 1.05 -0.49 -0.08
C8 2.37 -0.83 0.68
S1 -4.39 -0.52 0.15
H1 -0.77 2.39 -0.73
H2 -0.74 0.95 -1.77
H3 1.44 1.60 -0.72
H4 0.65 1.49 0.96
H5 -1.91 1.11 1.35
H6 -0.66 -2.19 0.36
H7 1.11 -2.13 -2.04
H8 -2.53 -0.37 -1.34
H9 2.51 -0.19 1.53
H10 3.34 -0.80 -0.03
H11 2.29 -1.95 1.05
H12 -4.27 0.01 1.35

Results of the Mulliken charge analysis, in e, for atoms 1 through 5: -0.571 -0.799 -0.059 -0.701 -0.476

Entry from the Open Molecules 2025 dataset: a gas-phase ion, C5H11NP (charge +1) in a non-equilibrium geometry (the ωB97M-V functional and the def2-TZVPD basis).

Computed properties:
Frontier orbital gap ... 12.63 eV
Total charge ... +1
ΔE to the lowest compared entry with this formula, charge and spin ... 5.0 kJ/mol
E ... -16134.296 eV

Geometry (Å):
C1 2.76 -0.38 -0.09
C2 0.40 1.11 -1.26
C3 -1.38 -1.05 -0.17
C4 0.07 0.90 1.54
C5 1.57 -1.15 0.25
N1 3.73 0.14 -0.38
P1 0.09 -0.04 0.02
H1 1.49 1.54 -1.30
H2 -0.28 1.86 -1.10
H3 0.30 0.57 -2.22
H4 -1.94 -1.09 0.79
H5 -1.37 -1.97 -0.55
H6 -2.06 -0.21 -0.71
H7 0.15 0.62 2.51
H8 -0.97 1.25 1.46
H9 0.90 1.68 1.44
H10 1.47 -1.34 1.32
H11 1.54 -2.08 -0.27

Results of the Mulliken charge analysis, in e, for atoms 1 through 5: 0.085 -1.223 -1.107 -1.233 -0.561

Entry from the Open Molecules 2025 dataset: CHF2NO2S in the gas phase in a non-equilibrium geometry (the ωB97M-V functional and the def2-TZVPD basis).

Computed properties:
Frontier orbital gap ... 9.97 eV
ΔE to the lowest compared entry with this formula, charge and spin ... 134.7 kJ/mol
E ... -22906.372 eV

Geometry (Å):
C1 0.01 0.03 -0.51
N1 -0.80 -1.16 2.30
O1 0.80 -0.70 0.19
O2 0.68 0.63 -1.58
F1 -0.48 1.07 0.39
F2 -1.12 -0.49 -0.90
S1 0.53 -0.79 1.89
H1 0.38 1.42 -1.78

Results of the Mulliken charge analysis, in e, for atoms 1 through 5: 0.917 -0.189 -0.369 -0.474 -0.354

Entry from the Open Molecules 2025 dataset: a gas-phase ion, C3H9N2Si (charge +1) in a non-equilibrium geometry (the ωB97M-V functional and the def2-TZVPD basis).

Computed properties:
Frontier orbital gap ... 10.29 eV
Total charge ... +1
ΔE to the lowest compared entry with this formula, charge and spin ... 151.2 kJ/mol
E ... -14106.990 eV
SMILES ... [SiH3]N1C=[NH+]CC1

Geometry (Å):
C1 -0.43 -1.21 0.37
C2 -0.37 0.80 -0.64
C3 -1.88 0.50 -0.14
N1 0.50 -0.16 -0.03
N2 -1.70 -0.94 0.27
Si1 2.30 -0.27 0.03
H1 -0.23 -2.18 0.84
H2 -0.27 0.61 -1.75
H3 -0.17 1.81 -0.22
H4 -2.48 1.12 0.63
H5 -2.59 0.68 -0.99
H6 -2.55 -1.46 0.45
H7 2.66 -0.19 1.37
H8 2.77 0.82 -0.75
H9 2.75 -1.64 -0.71

Results of the Mulliken charge analysis, in e, for atoms 1 through 5: -0.080 -0.480 -0.461 0.033 -0.028

Entry from the Open Molecules 2025 dataset: C16H14N2O4S in the gas phase (the ωB97M-V functional and the def2-TZVPD basis).

Computed properties:
Frontier orbital gap ... 8.59 eV
ΔE to the lowest compared entry with this formula, charge and spin ... 0.0 kJ/mol
E ... -38825.981 eV
SMILES ... Cc1ccc(C(=O)NC(=O)CSc2ncccc2C(=O)O)cc1

Geometry (Å):
C1 -0.32 3.20 0.58
C2 -0.65 1.77 0.85
C3 -1.54 1.09 0.02
C4 -1.87 -0.23 0.26
C5 -1.33 -0.89 1.36
C6 -0.46 -0.22 2.20
C7 -0.11 1.09 1.94
H1 0.58 1.61 2.59
H2 -0.06 -0.73 3.06
C8 -1.82 -2.24 1.73
O1 -2.07 -2.56 2.87
N1 -2.12 -3.12 0.68
C9 -1.48 -3.41 -0.50
O2 -2.00 -4.14 -1.31
C10 -0.08 -2.87 -0.67
H3 0.53 -3.66 -1.10
H4 0.36 -2.51 0.26
S1 -0.03 -1.46 -1.84
C11 1.15 -0.44 -1.05
N2 1.78 -0.95 -0.01
C12 2.67 -0.22 0.63
C13 3.00 1.08 0.28
C14 2.33 1.62 -0.81
C15 1.39 0.87 -1.50
C16 0.66 1.51 -2.61
O3 0.64 2.70 -2.80
O4 0.02 0.64 -3.39
H5 -0.46 1.10 -4.10
H6 2.53 2.63 -1.14
H7 3.74 1.63 0.82
H8 3.15 -0.72 1.47
H9 -2.86 -3.78 0.91
H10 -2.58 -0.73 -0.39
H11 -1.97 1.61 -0.83
H12 -0.11 3.37 -0.47
H13 0.54 3.52 1.17
H14 -1.16 3.83 0.86

Results of the Mulliken charge analysis, in e, for atoms 1 through 5: -1.602 0.945 -0.419 -0.614 0.579

Entry from the Open Molecules 2025 dataset: C4H5N3S in the gas phase in a non-equilibrium geometry (the ωB97M-V functional and the def2-TZVPD basis).

Computed properties:
Frontier orbital gap ... 8.23 eV
ΔE to the lowest compared entry with this formula, charge and spin ... 161.9 kJ/mol
E ... -19533.203 eV
SMILES ... Nc1cc(=S)cn[nH]1

Geometry (Å):
C1 -0.23 0.54 0.53
C2 -0.88 -0.53 -0.03
C3 -0.32 -1.31 -1.09
C4 1.15 -0.91 -1.17
H1 -1.73 1.09 1.78
H2 -0.28 1.67 2.23
H3 -1.93 -0.67 0.14
H4 1.83 -1.65 -1.74
H5 1.51 1.80 0.38
N1 -0.84 1.39 1.39
N2 1.74 0.14 -0.69
N3 1.04 0.90 0.20
S1 -1.05 -2.46 -1.94

Results of the Mulliken charge analysis, in e, for atoms 1 through 5: 0.579 -0.424 -0.013 -0.057 0.257

Entry from the Open Molecules 2025 dataset: C3H4ClF in the gas phase in a non-equilibrium geometry (the ωB97M-V functional and the def2-TZVPD basis).

Computed properties:
Frontier orbital gap (spin up / spin down) ... 8.96 / 7.79 eV
ΔE to the lowest compared entry with this formula, charge and spin ... 407.2 kJ/mol
E ... -18410.854 eV

Geometry (Å):
C1 0.25 -0.35 0.13
C2 -0.62 0.41 1.27
C3 1.30 0.01 -0.86
F1 -1.27 -0.50 2.07
Cl1 2.79 -0.76 -0.71
H1 0.57 -1.20 0.78
H2 -0.44 -0.56 -0.79
H3 -1.34 1.24 0.84
H4 1.24 0.68 -1.62

Results of the Mulliken charge analysis, in e, for atoms 1 through 5: -0.280 -0.067 -0.430 -0.213 -0.159

Entry from the Open Molecules 2025 dataset: C5H10O2 in the gas phase in a non-equilibrium geometry (the ωB97M-V functional and the def2-TZVPD basis).

Computed properties:
Frontier orbital gap ... 10.55 eV
ΔE to the lowest compared entry with this formula, charge and spin ... 180.6 kJ/mol
E ... -9441.172 eV
SMILES ... C[C@H]1OCC[C@H]1O

Geometry (Å):
C1 -0.73 1.91 -0.49
C2 -0.52 0.59 0.28
O1 -1.36 -0.57 -0.12
C3 -0.55 -1.76 -0.01
C4 0.74 -1.32 0.73
C5 0.90 0.11 0.24
O2 1.56 0.10 -1.01
H1 -1.08 2.75 0.13
H2 -1.50 1.66 -1.22
H3 0.15 2.30 -1.04
H4 -0.76 0.71 1.34
H5 -0.31 -2.16 -1.01
H6 -1.04 -2.58 0.55
H7 0.55 -1.31 1.81
H8 1.59 -1.96 0.51
H9 1.30 0.88 0.94
H10 1.09 0.65 -1.64

Results of the Mulliken charge analysis, in e, for atoms 1 through 5: -1.371 0.281 -0.443 -0.452 -0.669

Entry from the Open Molecules 2025 dataset: 2 unconnected molecules or ions with the total composition C6H8N2O2 in a non-equilibrium geometry (the ωB97M-V functional and the def2-TZVPD basis).

Computed properties:
Frontier orbital gap ... 9.59 eV
ΔE to the lowest compared entry with this formula, charge and spin ... 241.0 kJ/mol
E ... -13424.876 eV
SMILES ... O=c1cc[nH]c(=O)[nH]1.C=C

Geometry (Å):
C1 1.14 2.27 0.94
C2 -0.07 2.82 0.66
C3 0.14 0.11 -0.88
C4 1.02 -1.05 -1.17
C5 0.65 -2.28 -0.74
C6 -1.39 -1.50 0.38
H1 1.47 2.59 1.90
H2 1.49 1.34 0.43
H3 -0.49 3.53 1.27
H4 -0.62 2.52 -0.21
H5 -2.00 0.37 -0.30
H6 1.81 -0.83 -1.98
H7 1.12 -3.23 -0.76
H8 -0.66 -3.38 0.73
N1 -1.13 -0.24 -0.25
N2 -0.42 -2.50 0.23
O1 0.44 1.24 -1.15
O2 -2.51 -1.79 0.89

Results of the Mulliken charge analysis, in e, for atoms 1 through 5: -0.462 -0.523 0.474 -0.558 -0.142

Q: ΔE to the lowest compared entry with this formula, charge and spin of number 8 (C5H10O2)?
A: 180.6 kJ/mol